Arrangement P

Here is an isolated molecule of C2H3NS2 from the OMol25 dataset. Energies are from ωB97M-V with the def2-TZVPD basis set.

```
! RIJCOSX wB97M-V def2-TZVPD def2/J DEFGRID3
* xyz 0 1
C 0.732 1.106 -0.027
N -0.581 1.277 0.226
S -1.503 -0.189 -0.217
C -0.174 -0.962 0.486
S 1.483 -0.384 -0.178
H 1.394 2.076 0.264
H 0.172 -0.637 1.540
H -0.536 -2.063 0.172
*
```

Results
Frontier orbital gap: 9.12 eV
E_HOMO: -8.72 eV
SMILES: C1=NSCS1
LUMO energy: 0.4 eV

Arrangement Q

Here is a cluster of 2 separate species, C2H3NS2 in total from the OMol25 dataset. Energies are from ωB97M-V with the def2-TZVPD basis set.

```
! RIJCOSX wB97M-V def2-TZVPD def2/J DEFGRID3
* xyz 0 1
C 0.980 -1.315 0.080
C -0.700 0.024 0.047
N -0.505 1.365 0.120
S 2.503 -0.787 0.029
S -2.127 -0.706 -0.014
H 0.636 -2.395 0.007
H 0.461 1.775 -0.137
H -1.249 2.040 -0.132
*
```

Results
Frontier orbital gap: 7.31 eV
E_HOMO: -8.06 eV
LUMO energy: -0.8 eV

Each structure's energy above the most stable one, in eV: arrangement P 0.000; arrangement Q 0.211.

Arrangement P

Here is a structure of composition C26H39BFeN5O2S2 from the OMol25 dataset. Energies are from ωB97M-V with the def2-TZVPD basis set.

```
! RIJCOSX wB97M-V def2-TZVPD def2/J DEFGRID3
* xyz 2 2
Fe 0.538 0.367 -0.021
S -1.340 -0.678 3.854
C -0.383 0.638 4.355
C 0.632 0.857 3.483
C 0.663 -0.087 2.403
C -0.371 -0.957 2.479
C -0.814 -1.846 1.386
C -1.675 -2.912 1.583
C -2.097 -3.662 0.498
C -1.658 -3.304 -0.760
C -0.812 -2.216 -0.872
N -0.389 -1.499 0.179
H -0.611 1.157 5.277
H 1.375 1.636 3.620
H -1.989 -3.156 2.591
H -2.750 -4.516 0.634
H -1.955 -3.858 -1.641
H -0.458 -1.880 -1.837
C 4.881 -1.003 -2.890
C 3.701 -0.521 -3.713
N 2.528 -0.216 -2.869
C 1.779 0.883 -2.836
S 0.100 0.756 -2.384
N 2.264 2.067 -3.217
C 3.613 2.629 -3.003
C 4.088 3.401 -4.222
H 5.720 -1.245 -3.548
H 4.623 -1.906 -2.331
H 5.207 -0.241 -2.177
H 3.391 -1.290 -4.420
H 3.953 0.350 -4.301
H 2.064 -1.021 -2.487
H 1.542 2.760 -3.328
H 4.300 1.836 -2.749
H 3.559 3.285 -2.135
H 4.215 2.741 -5.081
H 5.043 3.882 -4.013
H 3.374 4.181 -4.492
N -4.993 1.243 -0.438
C -3.735 2.000 -0.054
C -2.527 1.067 -0.035
N -1.301 1.738 0.367
H -5.807 1.858 -0.480
H -5.201 0.506 0.235
H -4.893 0.804 -1.353
H -3.911 2.445 0.922
H -3.607 2.793 -0.786
H -2.367 0.650 -1.033
H -2.707 0.230 0.647
H -1.348 2.086 1.320
H -1.085 2.511 -0.253
C 7.274 1.821 -1.579
C 7.497 1.298 -0.155
C 7.683 2.486 0.801
C 8.779 0.461 -0.141
C 6.275 0.481 0.284
C 6.366 -0.870 0.624
C 5.278 -1.611 1.093
C 4.083 -0.952 1.192
O 2.880 -1.406 1.725
B 2.036 -0.329 1.699
O 2.645 0.773 1.064
C 3.961 0.367 0.814
C 5.023 1.114 0.374
H 8.148 2.383 -1.917
H 6.411 2.491 -1.626
H 7.112 0.993 -2.278
H 8.574 3.054 0.521
H 7.813 2.135 1.828
H 6.830 3.171 0.780
H 9.620 1.088 -0.440
H 8.727 -0.379 -0.840
H 8.995 0.073 0.858
H 7.321 -1.375 0.555
H 5.388 -2.647 1.390
H 4.899 2.165 0.139
*
```

Results
Frontier orbital gap (spin up / spin down): 6.68 / 6.28 eV
Expectation value of S²: 0.76
E_HOMO (spin up / spin down): -12.30 / -11.90 eV
LUMO energy (spin up / spin down): -5.6 / -5.6 eV

Arrangement Q

Here is a structure of composition C26H39BFeN5O2S2 from the OMol25 dataset. Energies are from ωB97M-V with the def2-TZVPD basis set.

```
! RIJCOSX wB97M-V def2-TZVPD def2/J DEFGRID3
* xyz 2 2
Fe 2.214 0.306 0.596
S 6.400 -0.436 1.514
C 6.314 -0.332 -0.183
C 5.039 -0.118 -0.627
C 4.090 -0.043 0.431
C 4.702 -0.194 1.647
C 3.975 -0.071 2.901
C 4.542 -0.065 4.173
C 3.730 0.150 5.268
C 2.361 0.331 5.080
C 1.871 0.281 3.794
N 2.654 0.090 2.723
H 7.212 -0.437 -0.773
H 4.802 -0.021 -1.679
H 5.609 -0.206 4.288
H 4.158 0.196 6.261
H 1.695 0.523 5.909
H 0.811 0.401 3.597
C 2.178 3.799 -4.341
C 2.119 2.371 -3.812
N 2.391 2.279 -2.376
C 1.550 2.599 -1.398
S 2.139 2.579 0.248
N 0.308 2.947 -1.703
C -0.751 3.321 -0.755
C -0.972 4.823 -0.720
H 1.971 3.805 -5.411
H 3.169 4.224 -4.185
H 1.451 4.450 -3.853
H 2.865 1.756 -4.310
H 1.147 1.912 -4.014
H 3.341 2.126 -2.077
H 0.081 3.064 -2.680
H -0.461 2.944 0.222
H -1.661 2.805 -1.067
H -0.069 5.339 -0.392
H -1.777 5.062 -0.025
H -1.254 5.203 -1.703
N 0.106 -4.870 2.147
C 1.233 -4.218 1.372
C 1.227 -2.707 1.575
N 2.240 -2.041 0.768
H 0.111 -5.885 2.031
H -0.805 -4.526 1.835
H 0.183 -4.673 3.148
H 1.089 -4.472 0.323
H 2.164 -4.665 1.715
H 1.418 -2.462 2.622
H 0.245 -2.302 1.311
H 2.171 -2.285 -0.215
H 3.191 -2.216 1.079
C -5.645 -0.558 -2.582
C -5.450 -1.080 -1.150
C -5.616 -2.606 -1.141
C -6.534 -0.459 -0.268
C -4.040 -0.733 -0.665
C -3.811 -0.084 0.550
C -2.529 0.234 1.012
C -1.489 -0.119 0.196
O -0.103 0.066 0.371
B 0.456 -0.459 -0.777
O -0.452 -0.988 -1.637
C -1.693 -0.756 -1.010
C -2.941 -1.085 -1.466
H -6.674 -0.732 -2.900
H -4.992 -1.059 -3.299
H -5.453 0.516 -2.636
H -6.603 -2.877 -1.518
H -5.518 -3.004 -0.128
H -4.870 -3.093 -1.774
H -7.513 -0.699 -0.684
H -6.449 0.629 -0.234
H -6.509 -0.846 0.752
H -4.651 0.193 1.170
H -2.376 0.740 1.956
H -3.063 -1.583 -2.419
*
```

Results
Frontier orbital gap (spin up / spin down): 6.83 / 7.00 eV
Expectation value of S²: 1.23
E_HOMO (spin up / spin down): -12.82 / -12.75 eV
LUMO energy (spin up / spin down): -6.0 / -5.8 eV

Each structure's energy above the most stable one, in eV: arrangement P 0.000; arrangement Q 1.427.

Arrangement P

Here is a structure of composition C10H14N3 from the OMol25 dataset. Energies are from ωB97M-V with the def2-TZVPD basis set.

```
! RIJCOSX wB97M-V def2-TZVPD def2/J DEFGRID3
* xyz 1 1
C 2.580 1.728 0.025
C 3.392 0.625 0.424
C 1.340 1.471 -0.460
C 3.023 -0.734 0.246
C 0.877 0.185 -0.301
C 1.720 -0.901 -0.149
C -0.411 -0.408 -0.735
C -1.047 -0.424 -2.114
C -2.854 -0.837 0.482
C -1.195 0.555 1.737
N 0.934 -2.092 -0.117
N -0.246 -1.865 -0.344
N -1.770 0.098 0.434
H 2.963 2.692 0.258
H 4.463 0.781 0.800
H 0.702 2.305 -0.694
H 3.725 -1.523 0.372
H -1.169 -1.446 -2.413
H -0.284 0.035 -2.751
H -2.065 0.045 -2.209
H -3.607 -0.691 1.344
H -3.383 -0.881 -0.468
H -2.433 -1.754 0.572
H -1.796 1.365 2.186
H -1.229 -0.257 2.467
H -0.195 0.906 1.555
H -2.035 1.022 -0.147
*
```

Results
Frontier orbital gap: 8.84 eV
E_HOMO: -13.32 eV
LUMO energy: -4.5 eV

Arrangement Q

Here is the ion C10H14N3 with charge +1 from the OMol25 dataset. Energies are from ωB97M-V with the def2-TZVPD basis set.

```
! RIJCOSX wB97M-V def2-TZVPD def2/J DEFGRID3
* xyz 1 1
C 0.985 1.317 -1.815
C 0.117 1.955 -0.744
N -0.935 1.002 -0.282
N -1.644 1.588 0.819
C -1.780 0.413 -1.533
C -1.598 -0.921 -1.589
C -0.543 -1.302 -0.670
C -0.059 -2.613 -0.352
C 0.558 -2.878 0.868
C 0.708 -1.768 1.795
N 1.234 -1.938 2.999
C 0.285 -0.490 1.391
C -0.368 -0.238 0.203
H 1.928 1.997 -1.980
H 1.305 0.346 -1.499
H 0.580 1.334 -2.896
H -0.320 2.843 -1.025
H 0.680 2.304 0.192
H -2.085 2.388 0.299
H -2.440 1.017 1.082
H -2.387 1.126 -2.010
H -2.051 -1.688 -2.328
H -0.140 -3.295 -1.213
H 0.950 -3.938 1.094
H 1.372 -2.935 3.289
H 1.762 -1.260 3.401
H 0.386 0.346 2.099
*
```

Results
Frontier orbital gap: 8.05 eV
E_HOMO: -11.36 eV
SMILES: CC[N@@+]1(N)C=Cc2ccc(N)cc21
LUMO energy: -3.3 eV

Each structure's energy above the most stable one, in eV: arrangement P 0.581; arrangement Q 0.000.

Arrangement P

Here is a structure of composition CH6NOP from the OMol25 dataset. Energies are from ωB97M-V with the def2-TZVPD basis set.

```
! RIJCOSX wB97M-V def2-TZVPD def2/J DEFGRID3
* xyz 0 1
C -0.232 -1.303 0.067
N 0.491 1.312 -0.459
O -2.628 0.652 -0.926
P -0.757 0.417 0.185
H -0.974 -1.917 0.569
H -0.236 -1.558 -0.992
H 0.755 -1.443 0.496
H 0.509 1.154 -1.463
H 0.334 2.302 -0.299
H -0.702 0.776 1.521
*
```

Results
Frontier orbital gap: 9.20 eV
E_HOMO: -8.67 eV
LUMO energy: 0.5 eV

Arrangement Q

Here is an isolated molecule of CH6NOP from the OMol25 dataset. Energies are from ωB97M-V with the def2-TZVPD basis set.

```
! RIJCOSX wB97M-V def2-TZVPD def2/J DEFGRID3
* xyz 0 1
C -0.405 0.741 1.069
P 0.524 0.071 -0.377
N 0.013 -1.511 -0.797
O 0.559 1.091 -1.721
H 0.325 0.908 1.850
H -0.746 1.591 0.585
H -1.257 0.146 1.407
H 1.686 -0.032 0.256
H -0.974 -1.590 -0.491
H 0.274 -1.415 -1.781
*
```

Results
Frontier orbital gap: 10.55 eV
E_HOMO: -9.72 eV
SMILES: C[P@@H](N)=O
LUMO energy: 0.8 eV

Each structure's energy above the most stable one, in eV: arrangement P 2.943; arrangement Q 0.000.

Arrangement P

Here is an isolated molecule of C4H7FN2 from the OMol25 dataset. Energies are from ωB97M-V with the def2-TZVPD basis set.

```
! RIJCOSX wB97M-V def2-TZVPD def2/J DEFGRID3
* xyz 0 1
H -2.435 1.329 -0.681
N -1.422 1.159 -0.605
C -1.240 -0.018 -0.044
N -2.272 -0.927 0.245
C 0.104 -0.334 0.422
C 1.039 0.887 0.835
C 1.342 0.093 -0.348
F 2.479 -0.695 -0.440
H -1.854 -1.896 -0.028
H -3.029 -0.848 -0.383
H 0.028 -1.080 1.251
H 0.663 1.927 0.671
H 1.580 0.899 1.803
H 1.115 0.525 -1.337
*
```

Results
Frontier orbital gap: 10.32 eV
E_HOMO: -9.45 eV
SMILES: [H]/N=C(\N)[C@@H]1C[C@H]1F
LUMO energy: 0.9 eV

Arrangement Q

Here is an isolated molecule of C4H7FN2 from the OMol25 dataset. Energies are from ωB97M-V with the def2-TZVPD basis set.

```
! RIJCOSX wB97M-V def2-TZVPD def2/J DEFGRID3
* xyz 0 1
H -2.198 1.722 -0.158
N -2.551 0.895 -0.769
C -1.472 0.221 -0.984
N -0.173 0.144 -0.339
C 0.524 -1.234 -0.598
C 0.379 0.923 0.751
C 1.670 0.593 1.354
F 2.239 -0.495 0.890
H -1.612 -0.739 -1.632
H 0.298 -1.821 0.294
H -0.336 -1.763 -1.162
H 1.499 -1.099 -1.082
H -0.355 1.718 1.077
H 2.090 0.932 2.358
*
```

Results
Frontier orbital gap: 9.07 eV
E_HOMO: -8.16 eV
SMILES: [H]/N=C\N(C)/C=C\F
LUMO energy: 0.9 eV

Each structure's energy above the most stable one, in eV: arrangement P 0.000; arrangement Q 2.022.

Arrangement P

Here is an isolated molecule of C3H3BrO2 from the OMol25 dataset. Energies are from ωB97M-V with the def2-TZVPD basis set.

```
! RIJCOSX wB97M-V def2-TZVPD def2/J DEFGRID3
* xyz 0 1
O 0.247 2.531 -1.856
C 0.936 2.306 -0.939
C 1.102 1.777 0.451
O 0.103 2.072 1.142
C 1.968 0.874 1.131
Br 2.531 -0.412 -0.108
H 1.825 3.128 -0.903
H 1.000 0.408 1.616
H 2.710 1.273 1.797
*
```

Results
Frontier orbital gap: 9.39 eV
E_HOMO: -9.86 eV
SMILES: O=CC(=O)CBr
LUMO energy: -0.5 eV

Arrangement Q

Here is an isolated molecule of C3H3BrO2 from the OMol25 dataset. Energies are from ωB97M-V with the def2-TZVPD basis set.

```
! RIJCOSX wB97M-V def2-TZVPD def2/J DEFGRID3
* xyz 0 1
C -1.684 -0.657 0.016
C -0.708 0.248 0.023
O 0.529 -0.391 -0.170
C 1.688 0.490 -0.058
O 1.581 1.637 -0.095
Br 3.260 -0.593 -0.015
H -2.644 -0.339 0.282
H -1.487 -1.618 -0.257
H -0.534 1.223 0.275
*
```

Results
Frontier orbital gap: 10.20 eV
E_HOMO: -9.69 eV
SMILES: C=COC(=O)Br
LUMO energy: 0.5 eV

Each structure's energy above the most stable one, in eV: arrangement P 1.932; arrangement Q 0.000.